Entry 1:
{
  "formula": "C4H7NO2",
  "method": "ωB97M-V/def2-TZVPD",
  "species": ["C", "C", "C", "O", "C", "N", "O", "H", "H", "H", "H", "H", "H", "H"],
  "xyz": [[-0.8368, -1.1937, 0.2415], [-0.4894, 0.1753, -0.3333], [-1.0868, 1.3309, 0.4746], [-1.9643, 1.2010, 1.2912], [0.9800, 0.5501, -0.5207], [1.9205, -0.3274, -0.0762], [1.2714, 1.6475, -0.9681], [-0.2476, -1.4186, 1.1378], [-1.8887, -1.1982, 0.5411], [-0.6848, -1.9930, -0.4932], [-0.9363, 0.2884, -1.3332], [-0.6295, 2.3088, 0.2304], [1.7129, -1.3030, 0.0675], [2.8795, -0.0681, -0.2592]],
  "nbo_charge": [-0.63, -0.43, 0.45, -0.52, 0.68, -0.82, -0.62, 0.21, 0.25, 0.21, 0.26, 0.14, 0.40, 0.41],
  "gap_ev": 10.460,
  "e_tot_ev": -9846.817,
  "fmax_ha_per_bohr": 0.011,
  "de_lowest_ev": 0.462,
  "smiles": "C[C@@H](C=O)C(N)=O"
}


Entry 2:
{
  "formula": "C12H21IN6O3P",
  "method": "ωB97M-V/def2-TZVPD",
  "species": ["C", "C", "C", "C", "C", "C", "N", "N", "C", "C", "C", "I", "C", "P", "O", "H", "H", "H", "H", "H", "H", "H", "H", "H", "H", "H", "H", "H", "C", "O", "N", "N", "H", "H", "H", "H", "C", "O", "N", "N", "H", "H", "H", "H"],
  "xyz": [[-2.9095, 0.9320, 2.1604], [-2.2138, 0.7755, 1.1915], [-1.5132, 0.4837, -0.0875], [-1.8405, -0.9447, -0.5022], [-3.0169, -1.2001, -1.2145], [-3.2861, -2.5469, -1.5381], [-2.5033, -3.5573, -1.2413], [-1.4277, -3.2665, -0.5708], [-0.5837, -4.4428, -0.2229], [-0.9567, -5.0627, 1.1666], [-2.0352, -4.2798, 1.9544], [0.7915, -5.4483, 2.3863], [-1.0182, -2.0602, -0.1679], [0.5108, -1.6716, 0.8276], [1.3411, -0.6211, 0.2100], [-3.6060, 1.0302, 2.9725], [-0.4421, 0.7118, -0.0553], [-1.9431, 1.1475, -0.8569], [-3.6926, -0.3949, -1.4974], [-4.2093, -2.7736, -2.0755], [0.4805, -4.2226, -0.3469], [-0.8137, -5.2095, -0.9761], [-1.3888, -6.0538, 0.9814], [-3.0120, -4.3027, 1.4454], [-2.1713, -4.7983, 2.9147], [-1.7221, -3.2484, 2.1841], [0.0288, -1.3587, 2.1286], [1.3073, -2.8285, 1.0133], [2.4198, 1.9270, -2.7020], [2.5066, 0.8902, -3.3449], [2.8067, 3.1360, -3.1896], [1.9226, 1.9636, -1.4317], [2.7372, 3.9926, -2.6661], [3.1793, 3.1578, -4.1206], [1.6246, 1.0911, -1.0352], [1.8447, 2.8098, -0.8915], [2.7239, 5.5476, 0.4567], [2.4266, 4.9962, -0.5956], [2.1791, 6.7356, 0.8351], [3.6238, 5.0154, 1.3292], [2.4082, 7.2059, 1.6899], [1.5133, 7.1544, 0.2117], [4.0459, 4.1402, 1.0765], [3.8835, 5.4491, 2.1946]],
  "nbo_charge": [-0.17, -0.06, -0.54, 0.08, -0.13, 0.05, -0.15, -0.06, -0.27, -0.33, -0.65, 0.15, -0.08, 1.47, -1.05, 0.26, 0.30, 0.27, 0.27, 0.25, 0.25, 0.27, 0.24, 0.23, 0.26, 0.20, -0.03, -0.02, 0.77, -0.68, -0.85, -0.88, 0.41, 0.40, 0.41, 0.41, 0.78, -0.71, -0.84, -0.84, 0.39, 0.41, 0.41, 0.39],
  "gap_ev": 5.946,
  "e_tot_ev": -45249.818,
  "total_charge": 1,
  "fmax_ha_per_bohr": 0.042,
  "de_lowest_ev": 0.000
}


Entry 3:
{
  "formula": "C14H16F4N11Ru",
  "method": "ωB97M-V/def2-TZVPD",
  "species": ["Ru", "C", "C", "N", "C", "C", "C", "C", "N", "C", "C", "F", "C", "F", "C", "C", "F", "C", "F", "H", "H", "H", "H", "H", "H", "H", "H", "H", "H", "H", "H", "H", "H", "H", "N", "C", "N", "N", "N", "N", "C", "N", "N", "N", "N", "H"],
  "xyz": [[-0.5158, 0.1032, -0.5624], [0.5817, -3.0102, -1.6952], [0.2280, -3.0956, -0.2121], [-0.8596, -2.1803, 0.1874], [-2.1723, -2.4576, -0.4288], [-2.8250, -1.1378, -0.8722], [-0.9778, -2.0333, 1.6468], [-0.0132, -0.9929, 2.1942], [-0.2283, 0.2405, 1.4612], [0.1811, 1.4299, 1.9458], [-0.2286, 2.6044, 1.2618], [-1.0562, 2.4448, 0.2060], [0.1639, 3.8617, 1.6290], [-0.2662, 4.9084, 0.9443], [1.0070, 4.0373, 2.7205], [1.4244, 2.9197, 3.4219], [2.2311, 3.0593, 4.4591], [1.0283, 1.6460, 3.0631], [1.5022, 0.6240, 3.7509], [1.5724, -3.4291, -1.8615], [0.6030, -1.9695, -2.0274], [-0.1171, -3.5582, -2.3252], [1.1061, -2.8303, 0.3783], [-0.0479, -4.1247, 0.0436], [-2.8087, -2.9943, 0.2774], [-2.0376, -3.1030, -1.2925], [-2.3371, -0.2518, -0.3697], [-3.8708, -1.0570, -0.5826], [-2.7706, -1.0074, -1.9483], [-0.8092, -2.9913, 2.1472], [-1.9927, -1.7072, 1.8778], [1.0281, -1.3095, 2.0758], [-0.2014, -0.8588, 3.2585], [1.3363, 5.0245, 3.0148], [1.5596, 1.5493, -2.9299], [0.2433, 1.3660, -3.2276], [-0.3844, 1.8425, -4.2826], [-1.6467, 1.4291, -4.1698], [-1.8220, 0.7404, -3.0982], [-0.6238, 0.6475, -2.4672], [2.1095, 1.1020, -1.7764], [3.3841, 1.1541, -1.4396], [3.4598, 0.6061, -0.2262], [2.3078, 0.2177, 0.1969], [1.4045, 0.5177, -0.7696], [2.1507, 2.0237, -3.5974]],
  "nbo_charge": [1.27, -0.62, -0.23, -0.44, -0.24, -0.55, -0.23, -0.28, -0.37, 0.02, 0.37, -0.30, 0.33, -0.27, -0.23, 0.33, -0.27, 0.41, -0.27, 0.25, 0.20, 0.22, 0.22, 0.21, 0.22, 0.23, 0.12, 0.27, 0.28, 0.23, 0.22, 0.26, 0.24, 0.28, -0.55, 0.46, -0.31, 0.00, -0.13, -0.43, 0.48, -0.32, 0.00, -0.15, -0.39, 0.46],
  "gap_ev": [7.811, 5.611],
  "e_tot_ev": -44608.701,
  "total_charge": 1,
  "fmax_ha_per_bohr": 0.033,
  "spin_multiplicity": 5
}


Entry 4:
{
  "formula": "C3H7N4O",
  "method": "ωB97M-V/def2-TZVPD",
  "species": ["C", "C", "C", "N", "N", "N", "N", "O", "H", "H", "H", "H", "H", "H", "H"],
  "xyz": [[-0.5912, -1.2592, 2.6983], [0.0139, 0.7282, 2.0648], [0.2311, 0.0501, -0.2274], [-0.3985, 0.1087, 3.0955], [-0.2961, -1.4404, 1.4669], [0.0551, -0.2279, 0.9904], [0.0926, -0.8120, -1.1952], [0.2784, 1.1603, -3.2742], [-0.6325, -2.0503, 3.4096], [0.1470, 1.7781, 1.8832], [0.8517, 0.9542, -0.5870], [-0.1738, 1.0825, -4.1393], [0.0881, -0.3328, -2.1407], [-0.3300, -1.7486, -1.0053], [0.6641, 2.0091, -3.0398]],
  "nbo_charge": [0.23, 0.24, 0.41, -0.38, -0.26, -0.26, -0.68, -1.00, 0.25, 0.24, 0.25, 0.52, 0.48, 0.45, 0.51],
  "gap_ev": 10.416,
  "e_tot_ev": -11224.488,
  "total_charge": 1,
  "fmax_ha_per_bohr": 0.120,
  "de_lowest_ev": 1.490
}


Entry 5:
{
  "formula": "C5H9NO",
  "method": "ωB97M-V/def2-TZVPD",
  "species": ["C", "C", "N", "C", "C", "C", "O", "H", "H", "H", "H", "H", "H", "H", "H", "H"],
  "xyz": [[-1.2307, -0.1825, 1.1332], [-1.1328, -0.0297, -0.3714], [-1.0400, 1.3817, -0.8470], [0.1422, -0.0535, -1.1418], [1.3839, 0.2053, -0.2970], [1.8904, -1.0970, 0.3009], [1.2291, -2.0868, 0.4960], [-0.5262, 0.4666, 1.6596], [-2.2368, 0.0788, 1.4769], [-1.0271, -1.2213, 1.4097], [-1.9323, -0.5872, -0.8682], [-1.7532, 1.4584, -1.5805], [-0.1916, 1.2388, -1.6097], [1.2528, 0.8892, 0.5563], [2.2066, 0.6148, -0.8978], [2.9658, -1.0755, 0.5807]],
  "nbo_charge": [-0.63, -0.15, -0.67, -0.04, -0.62, 0.46, -0.52, 0.21, 0.22, 0.24, 0.19, 0.37, 0.36, 0.24, 0.23, 0.11],
  "gap_ev": 9.295,
  "e_tot_ev": -8863.892,
  "fmax_ha_per_bohr": 0.012,
  "de_lowest_ev": 5.321
}


Entry 6:
{
  "formula": "C5H6O",
  "method": "ωB97M-V/def2-TZVPD",
  "species": ["C", "C", "C", "O", "C", "C", "H", "H", "H", "H", "H", "H"],
  "xyz": [[-1.3494, 0.6475, -2.0953], [-0.6975, 0.3784, -1.1189], [0.1923, -0.1570, -0.1062], [1.0122, -1.1722, -0.6273], [0.8774, 0.6692, 0.9364], [-0.1764, -0.3203, 1.3473], [-1.8842, 0.8646, -2.9936], [0.4127, -1.8404, -0.9863], [1.9154, 0.4018, 1.1078], [0.6487, 1.7264, 1.0205], [0.1718, -1.2490, 1.7895], [-1.1229, 0.0510, 1.7260]],
  "nbo_charge": [-0.22, -0.04, 0.15, -0.68, -0.41, -0.42, 0.24, 0.47, 0.23, 0.23, 0.23, 0.22],
  "gap_ev": 10.513,
  "e_tot_ev": -7326.676,
  "fmax_ha_per_bohr": 0.007,
  "de_lowest_ev": 2.609,
  "smiles": "C#CC1(O)CC1"
}